Formula: C48H30ClF5N4O4PSSeSn
Source: the OMol25 dataset
Level of theory: ωB97M-V with the def2-TZVPD basis set

Results
Charge: -1
LUMO energy (hartree): -0.0372
HOMO-LUMO gap (eV): 3.99
E (Eh): -6681.9139
ΔE to the lowest compared entry with this formula, charge and spin (kJ/mol): 312.82

Geometry as XYZ:
```
96
C48H30ClF5N4O4PSSeSn | the OMol25 dataset | ωB97M-V with the def2-TZVPD basis set
C -2.7773 -0.0419 0.9534
C -0.3715 -4.0697 -1.9944
C -5.7364 2.9330 -1.0226
H 0.2410 4.6316 -4.1254
C -1.6601 1.8539 -3.8134
Sn 0.8780 -0.7073 0.6052
C -2.7353 1.2885 0.5717
O 3.8533 -0.7358 -0.0588
H -1.3777 -2.7596 1.8411
C -6.4740 3.2970 0.1047
C -1.0527 -1.2193 4.8932
H 2.2625 -1.5567 5.6167
Cl 2.9829 0.4897 3.8501
H 0.9206 -2.1874 -6.4349
C 0.5004 2.6718 0.4411
C 4.7752 1.9953 -4.2242
C 4.3701 1.2631 -1.5841
H -4.4127 2.0871 2.5015
F 1.5969 -6.1304 6.2622
H -2.6671 1.4966 -3.9912
C 1.2886 -1.0909 -4.6333
F 3.2618 -2.6365 3.5683
C -1.5800 2.0603 0.4063
H -6.5803 3.2641 2.2486
C 1.2125 -3.6174 2.8972
H -6.1241 3.1589 -2.0067
C -1.5593 3.4672 0.1559
C 0.2799 1.6561 3.0305
H -2.0018 -1.6911 5.1055
O 3.2615 1.4532 0.7692
C 0.9155 2.7610 -3.3332
C 2.4382 -4.3772 4.8999
C 3.3432 1.0221 -2.5241
H 2.6939 -4.4008 -3.2358
C 1.7609 -1.1430 -3.3250
C -7.7198 3.9778 -0.0483
N -1.6554 -0.7783 1.2520
H 0.8827 -0.1686 -5.0294
H -4.0604 -3.0132 1.5989
H 6.3143 2.0251 -1.2154
C 0.1212 -1.7232 5.4676
C -2.0771 -1.9976 1.5417
H 1.5709 2.5803 0.5543
H -1.8876 0.2901 3.6361
H -4.9589 -0.5610 0.8912
C -4.0403 1.9820 0.3976
C 2.2712 -2.3448 -2.8313
C -0.2400 3.8500 0.1886
H 1.9112 3.1332 -3.1313
O 5.6071 0.8200 0.6598
C 0.2560 0.5053 3.7710
C -4.7895 2.3332 1.5174
C 1.8186 -3.4188 -4.9293
F -0.5216 -6.4020 4.5641
H 4.9377 2.2630 -5.2609
C 1.3127 -2.2284 -5.4259
H 6.6737 2.7451 -3.5785
N 0.0073 -5.0747 -2.4306
C -0.9926 -0.1257 4.0805
C 0.2912 -4.6551 3.2039
H 1.2034 2.1719 2.8034
C -1.3174 3.1609 -4.1344
H 2.6370 -2.3845 -1.8152
N -0.2823 1.6050 0.5651
C -5.9982 2.9894 1.3795
H 0.0743 -2.5789 6.1286
N -8.7212 4.5290 -0.1758
C 2.3155 -3.5667 3.7915
S 4.2965 0.6550 0.0933
H 2.8452 1.1681 -4.6035
C -3.9416 -0.8719 1.0702
H 0.1641 4.8386 0.0387
C -0.0295 3.6087 -3.8934
C 0.5925 1.4383 -3.0419
C -3.4916 -2.1127 1.4363
C 1.4491 -0.0947 4.3138
H -2.0542 3.8258 -4.5675
C 0.4155 -5.4787 4.3055
H 1.8159 -4.3100 -5.5430
H -2.4230 4.0922 -0.0088
F 3.4831 -4.2310 5.7346
H -0.9810 -0.0214 -3.0158
C 1.4872 -5.3460 5.1722
C 5.5534 1.8765 -1.9702
H -3.9383 2.0061 -1.7360
C 2.3097 -3.4722 -3.6338
H -0.6506 2.0980 2.6989
C -4.5226 2.2891 -0.8707
C 1.3579 -1.1580 5.1813
Se -1.0127 -2.5086 -1.3556
C -0.7155 1.0016 -3.2684
C 3.5930 1.3831 -3.8507
F -0.7770 -4.8352 2.4117
C 5.7527 2.2598 -3.2827
O 1.0659 -2.7938 1.9344
P 1.6857 0.2679 -2.1513
```

Atomic partial charges in e from the Löwdin method, atoms 1 to 4:
1 C -0.29
2 C -0.87
3 C -0.01
4 H 0.10

***

Formula: C33H34MoNO6Te
Source: the OMol25 dataset
Level of theory: ωB97M-V with the def2-TZVPD basis set

Results
Charge: +3
LUMO energy (spin up / spin down) (hartree): -0.4193 / -0.4231
HOMO-LUMO gap (spin up / spin down) (eV): 5.17 / 5.06
E (Eh): -2119.2166

Geometry as XYZ:
```
76
C33H34MoNO6Te | the OMol25 dataset | ωB97M-V with the def2-TZVPD basis set
C 1.2115 2.8006 2.0138
N -0.4648 1.3828 0.8186
H 5.1250 3.4305 -1.1076
H -0.1352 -4.6865 -1.0578
O 2.7767 -0.3203 0.5856
C -2.5998 -0.2758 -1.6867
H -4.4320 3.7377 -1.6353
O 4.9299 -1.5535 4.7319
H 1.4315 -0.1761 -4.4269
H 2.3009 2.0321 -4.9507
C 1.5905 0.9501 -2.6369
C 3.1432 -0.7894 1.7592
H -1.5863 -0.8809 0.1130
C -3.7631 3.2960 -2.3760
H -0.7752 4.4719 2.3531
C -3.0471 -5.8154 2.6462
C -2.8992 -1.6330 -2.2576
C 4.7241 3.6040 -3.2174
C -3.2285 0.8281 -2.2302
C -0.7203 -3.9931 -0.4555
O 1.9097 -1.5513 4.9742
H -1.2607 -1.9344 2.2502
H -1.8490 3.3699 -0.5012
C -2.2934 -4.6891 2.9297
H -3.3152 -1.5383 -3.2589
H -3.6298 -2.1743 -1.6523
C -3.0182 2.1384 -1.7704
H 4.1522 3.5990 -5.2955
C 4.4839 3.1243 -1.9221
H -3.6367 -6.2766 3.4267
H 3.2789 1.8607 -0.7137
O 1.2428 0.5598 -1.4143
H -1.3012 -3.3543 -1.1065
C 0.7769 0.3233 -3.7110
C -0.8805 1.9020 3.1719
H -2.2371 -6.2375 -0.6163
C -0.2814 2.4815 1.8900
H -0.6529 4.2317 0.6197
C -2.1000 2.3568 -0.7614
H -0.1127 -2.9472 3.1402
H 1.8030 2.0158 2.4738
C 2.6322 1.8469 -2.7987
C 3.4469 2.2595 -1.7055
C 2.9063 2.3382 -4.1089
H -1.9568 1.7634 3.0626
H -2.0004 -2.2363 -2.3493
O 1.0183 -0.3107 2.1960
H 1.6396 3.0667 1.0408
C 2.1656 -0.8028 2.6851
H -2.2926 -4.2784 3.9319
C 3.9400 3.2160 -4.3071
Mo 0.8355 0.0763 0.3484
C -1.7733 -0.0537 -0.5661
H -3.9326 0.6749 -3.0408
C -2.2617 -5.7930 0.3712
H -3.6045 -7.2587 1.1562
Te 0.6697 -2.8065 0.6018
H -0.4273 0.9601 3.4688
C -1.5283 -4.1004 1.9254
C -0.7065 -2.8720 2.2301
C -1.5169 -4.6489 0.6491
C 4.4745 -1.2473 2.3349
H -0.7134 2.6218 3.9742
H -3.0728 4.0771 -2.6965
O 5.4845 -1.4641 1.7595
H -2.0883 3.6656 1.5260
C -1.0059 3.7772 1.5456
H 5.5470 4.2900 -3.3801
H -4.3619 2.9910 -3.2307
C -3.0295 -6.3678 1.3694
C -1.5003 1.2643 -0.1284
C 4.1449 -1.4246 3.8610
H 0.2262 1.0984 -4.2504
C 2.5888 -1.2826 4.0394
H 1.3261 3.6768 2.6506
H 0.0662 -0.3867 -3.3008
```

Atomic partial charges in e from the Löwdin method, atoms 1 to 4:
1 C -0.02
2 N -0.07
3 H 0.13
4 H 0.08

***

Formula: C39H94N2O9
Source: the OMol25 dataset
Level of theory: ωB97M-V with the def2-TZVPD basis set

Results
Charge: 0
LUMO energy (hartree): 0.0116
SMILES: CC1(C)CCCC(C)(C)N1O.CC1(C)CCCC(C)(C)N1O.CC(C)O.CC(C)O.CC(C)O.CC(C)O.CC(C)O.CC(C)O.CC(C)O
HOMO-LUMO gap (eV): 8.44
E (Eh): -2328.7764
ΔE to the lowest compared entry with this formula, charge and spin (kJ/mol): 417.52

Geometry as XYZ:
```
144
C39H94N2O9 | the OMol25 dataset | ωB97M-V with the def2-TZVPD basis set
H 3.6808 -1.2018 0.7455
H -0.7228 3.8221 8.2716
C 4.3055 3.1520 1.3898
C 0.2058 -2.8751 3.5822
H -0.1821 -4.9188 2.7224
H 5.4366 5.5512 0.4523
O 4.3016 -5.6956 -4.2009
H 5.2187 3.5823 -0.9795
C 4.3837 5.4619 0.1849
H 1.9815 3.6567 3.2433
C -5.7278 2.6066 -0.5106
H -4.6038 -1.2102 -4.9220
O -1.2437 2.7660 -1.6610
H 1.1269 1.8314 -0.2240
H 1.4667 -3.0275 1.8189
H -3.1450 -3.1682 -5.7566
H 0.7578 -1.9602 -1.0649
H -3.0474 -6.1885 -0.8012
H 1.3918 0.2216 0.5748
H -0.1363 0.4506 4.0848
C -2.5125 -4.3968 -1.9700
H 0.4882 0.8588 -2.2517
C -1.8921 4.0178 5.7028
H 2.0459 -1.3122 -1.9187
C 0.3591 1.1204 3.3819
C 2.7061 -4.3372 -5.3206
H -4.0553 1.5069 1.5484
H 2.4708 0.8277 -0.7242
H -3.1535 0.4626 0.3461
H 1.4464 1.4452 5.9430
O 1.0075 -3.4292 4.4858
H 4.6738 -3.6498 -2.5922
H 6.9519 -0.5187 -1.1164
C -2.1947 -4.8074 -4.6300
C -3.1683 -2.5539 -3.7638
H -3.0288 2.2645 0.2590
H -1.0097 -2.3083 -4.0965
C -1.9205 -1.7100 -4.0717
C -3.2935 -3.6834 -4.8075
H 0.4053 -1.6854 1.7022
H -1.8399 1.0891 -3.5236
H 6.1270 0.6943 -0.1804
H -0.4564 -3.8191 -2.3432
H -1.2387 -3.7727 2.1072
H 0.6691 2.9161 7.9068
H -2.4065 2.3240 -4.6952
H 1.6856 -1.5764 2.8440
O 4.2782 3.3919 -1.0081
O -2.9873 -2.0961 -1.3522
C 1.4479 0.7973 -0.3491
H -2.0863 -1.8191 -1.5341
C 4.5937 -1.0752 1.3275
H -3.3456 -5.9386 -3.5816
H 4.3592 -5.8192 -3.2506
C 0.3959 5.1263 6.0563
H 2.9274 -4.8884 -6.2346
H 2.8556 -3.7029 -2.6267
H -5.2051 3.3961 -1.0507
C 5.8754 -1.2535 0.5937
C -2.4036 2.0134 -3.6504
O 5.8370 -2.5557 0.0175
H 4.6428 -1.8069 2.1339
H -1.6481 -6.0248 -3.0003
H -4.4792 -0.9395 -3.1821
N 0.2544 2.6851 5.2826
C -2.4307 4.4094 -3.1048
H 3.6122 2.3907 1.7474
C 3.7713 -3.5260 -3.1908
H -1.4180 4.9303 3.7284
H 5.2250 2.5809 1.2613
C -4.8884 1.3296 -0.3915
H -0.9012 -3.5548 -0.6133
N -3.1839 -3.1294 -2.3976
H -3.4210 1.9747 -3.2613
H 2.3074 -3.3311 -5.4509
H 0.9270 3.3969 1.9435
C -1.5967 3.1462 -2.9983
C 3.8537 -4.3841 -4.4075
H 0.3618 -1.6535 -2.6471
H -3.4398 4.4109 -2.6926
H 4.6708 -3.9149 -4.9556
H 1.4201 0.8957 3.2722
H -1.9709 1.8963 3.4945
H -0.9623 2.2844 7.5564
H -1.4887 -4.2726 3.7426
H -3.2283 -4.6562 0.1033
H 0.4230 -3.7184 5.1903
H -4.3176 -4.0564 -4.7995
H -6.6739 2.4910 -1.0395
C -0.3153 3.1602 7.5075
O -5.7461 0.3570 0.1522
C -0.3905 3.7754 6.0955
H 0.5311 4.6592 2.9819
H -6.1192 0.7330 0.9529
H -2.5449 4.7419 -4.1365
H 4.1927 5.9596 -0.7659
C -0.7074 -4.0140 3.0278
H -1.2388 0.8774 -0.7209
H -1.9952 -1.1768 -5.0194
C -3.3320 -5.1385 -0.8687
H -0.5679 -5.0984 -1.1668
H -2.0008 5.3071 -2.6605
H 6.6551 -2.8673 -0.3766
C 0.9178 3.6404 3.0059
H -4.6404 1.1072 -1.4293
H -2.3066 -5.5572 -5.4131
H -0.0416 0.9655 2.3801
H 4.3665 3.8799 2.1988
O 1.5954 2.3296 5.6006
H -0.4269 -2.1126 4.0365
H 3.8848 6.0477 0.9570
H 3.7282 -2.4595 -3.4116
H -0.7925 3.5138 -1.2624
C 0.9619 -1.2257 -1.8440
C 6.0373 -0.3251 -0.5558
C 0.0548 2.5726 3.8256
C -1.3869 2.8095 3.3804
O -0.7945 0.0336 -0.8311
H -2.9869 4.0596 3.7544
H 1.3890 5.2569 6.4863
H -1.9405 -0.9572 -3.2836
C 0.9621 -2.2777 2.4283
C -4.4309 -1.6985 -3.9630
H -1.5092 3.0053 2.3151
H -0.6829 3.4157 -3.5277
H -5.3066 -2.3299 -3.8133
H 1.9116 -4.9335 -4.8722
H -2.5451 3.3092 6.2123
H 5.2343 -0.3059 -1.2926
H -1.1968 -4.4021 -4.7973
C -2.4829 -5.3664 -3.2404
H -2.1959 4.9948 6.0787
H -5.9769 2.8464 0.5231
H -0.0458 5.9254 6.6516
C -1.0447 -4.1757 -1.4977
C 0.5157 0.1595 -1.4160
H 2.7312 4.0413 0.2212
C -3.6488 1.4137 0.5414
H 6.7808 -1.1607 1.1935
H 0.4160 5.5922 5.0711
C 3.8198 4.0412 0.1657
C -1.9542 4.0584 4.1031
H -4.3771 -5.2263 -1.1656
H 4.7080 -0.0346 1.6310
```

Atomic partial charges in e from the Löwdin method, atoms 1 to 4:
1 H 0.08
2 H 0.08
3 C -0.04
4 C -0.56

***

Formula: C7H13O
Source: the OMol25 dataset
Level of theory: ωB97M-V with the def2-TZVPD basis set

Results
Charge: -1
LUMO energy (hartree): 0.1234
HOMO-LUMO gap (eV): 5.69
E (Eh): -349.5221
ΔE to the lowest compared entry with this formula, charge and spin (kJ/mol): 524.33

Geometry as XYZ:
```
21
C7H13O | the OMol25 dataset | ωB97M-V with the def2-TZVPD basis set
H -1.8525 -0.5973 -0.1930
H -0.6838 -1.4837 -1.1527
C 0.3307 2.4825 -2.2409
H -1.9717 -4.3644 2.2831
H 1.1947 2.5393 1.1001
H -1.5162 -3.0304 0.3228
C 0.4992 1.1814 -1.7414
H -0.1889 3.3041 -1.6898
H 1.4658 2.2182 -2.0664
H 2.3823 2.3213 -0.3913
H -2.0012 -5.0392 2.6183
O -1.2607 -2.0114 2.0505
C 0.7113 0.9715 -0.3123
H 2.3097 1.3115 1.0978
C -0.8468 -2.2879 0.7789
C 0.1473 -0.0398 0.3860
H 0.4209 -0.2966 1.4586
H 0.0292 2.4912 -3.2797
H 0.2292 -2.8659 0.8134
C 1.7020 1.8801 0.3790
C -0.8325 -1.0243 -0.1140
```

Atomic partial charges in e from the Löwdin method, atoms 1 to 4:
1 H 0.11
2 H 0.11
3 C -0.14
4 H 0.00

***

Formula: C3H11NO3S
Source: the OMol25 dataset
Level of theory: ωB97M-V with the def2-TZVPD basis set

Results
Charge: 0
LUMO energy (hartree): 0.0095
SMILES: O=CNCCS.O.O
HOMO-LUMO gap (eV): 9.89
E (Eh): -799.5375
ΔE to the lowest compared entry with this formula, charge and spin (kJ/mol): 137.03

Geometry as XYZ:
```
19
C3H11NO3S | the OMol25 dataset | ωB97M-V with the def2-TZVPD basis set
H -1.9384 -1.1078 -2.9343
H 0.8552 0.5527 0.8580
H 2.3579 -1.2764 -0.2245
H 1.0057 0.9470 -0.9099
H -1.3094 -0.0417 -3.7288
H -1.2796 0.2412 2.4584
H -0.5088 -1.3608 -0.6769
C 0.4608 0.3983 -0.1465
C 1.4741 -1.8902 -0.4579
H 1.4217 1.7897 2.7476
H -1.6532 0.5126 -0.6814
H 0.6832 0.9800 3.8008
N 0.4039 -1.0257 -0.4199
O 1.5553 1.1066 3.4119
H -0.9177 2.0141 -0.3271
O 1.2911 -3.0340 -0.7959
S -1.6770 1.2164 1.6305
O -1.2728 -0.9993 -3.6184
C -0.9521 0.9771 0.0144
```

Atomic partial charges in e from the Löwdin method, atoms 1 to 4:
1 H 0.02
2 H 0.08
3 H 0.14
4 H 0.12

***

Formula: CH2O2
Source: the OMol25 dataset
Level of theory: ωB97M-V with the def2-TZVPD basis set

Results
Charge: 0
LUMO energy (hartree): 0.0179
SMILES: O=CO
HOMO-LUMO gap (eV): 11.29
E (Eh): -189.7792
ΔE to the lowest compared entry with this formula, charge and spin (kJ/mol): 25.04

Geometry as XYZ:
```
5
CH2O2 | the OMol25 dataset | ωB97M-V with the def2-TZVPD basis set
O -0.9824 -0.2182 -0.4652
O 1.0776 0.5407 0.1058
H 0.1322 -0.8143 1.1501
C 0.1140 -0.1621 0.2785
H -1.5773 -0.7932 0.0541
```

Atomic partial charges in e from the Löwdin method, atoms 1 to 4:
1 O 0.10
2 O 0.07
3 H 0.13
4 C -0.42

***

Formula: C18H10AgAsBrF4PS4
Source: the OMol25 dataset
Level of theory: ωB97M-V with the def2-TZVPD basis set

Results
Charge: -2
LUMO energy (hartree): 0.1305
HOMO-LUMO gap (eV): 3.66
E (Eh): -7982.3264
ΔE to the lowest compared entry with this formula, charge and spin (kJ/mol): 29.81

Geometry as XYZ:
```
40
C18H10AgAsBrF4PS4 | the OMol25 dataset | ωB97M-V with the def2-TZVPD basis set
Ag -0.0019 0.6085 0.4706
H 1.0081 -2.1032 -0.5295
H 4.4768 4.7997 -2.2771
S -3.0534 3.4970 -1.9346
C 3.6390 -3.9563 -1.5917
As -2.6170 2.1533 -0.3458
F 5.4730 0.2020 1.4177
F 6.1690 0.5708 3.9335
S -4.3565 1.8531 0.8421
C 2.8096 3.7332 -1.4415
C 4.3430 -1.7491 -0.9348
Br 0.5977 -1.1747 2.7298
C 3.0375 -1.4225 -0.5737
C 4.1445 3.8982 -1.7763
H 3.8810 -4.9445 -1.9643
C 3.9862 0.1239 4.6671
C 4.5004 0.1216 2.3340
C 2.3957 2.5740 -0.8063
S -1.8738 0.2337 -1.1433
H 5.6604 -3.2430 -1.7150
C 2.0336 -2.3727 -0.7637
S -0.9658 2.9148 0.8985
H 6.1021 3.0194 -1.7219
C 2.7093 -0.2964 4.3486
H 1.3452 2.4645 -0.5421
C 2.3316 -3.6312 -1.2649
C 4.6389 -3.0058 -1.4410
C 3.1866 -0.1658 1.9532
F 4.3474 0.3369 5.9231
H 5.1407 -1.0321 -0.8304
C 4.8974 0.2872 3.6411
C 5.0549 2.8975 -1.4689
F 1.8731 -0.5730 5.3474
H 1.5397 -4.3564 -1.4052
C 3.3009 1.5492 -0.5000
H 2.0804 4.4988 -1.6720
C 2.3180 -0.4363 3.0332
H 5.3961 0.9948 -0.6231
P 2.4641 0.1147 0.2786
C 4.6442 1.7328 -0.8386
```

Atomic partial charges in e from the Löwdin method, atoms 1 to 4:
1 Ag 0.12
2 H 0.07
3 H 0.09
4 S -0.36

***

Formula: C9H6O3
Source: the OMol25 dataset
Level of theory: ωB97M-V with the def2-TZVPD basis set

Results
Charge: 0
LUMO energy (hartree): 0.0087
SMILES: O=C(O)c1coc2ccccc12
HOMO-LUMO gap (eV): 9.02
E (Eh): -572.2174
ΔE to the lowest compared entry with this formula, charge and spin (kJ/mol): 170.66

Geometry as XYZ:
```
18
C9H6O3 | the OMol25 dataset | ωB97M-V with the def2-TZVPD basis set
H -2.4629 -1.9995 0.3067
C -0.0124 0.2204 -0.0493
C 2.3402 0.9181 -0.7400
O 2.3897 1.9833 -0.1273
C -0.4195 1.2016 0.9049
C 0.9529 -1.2445 -1.3749
C -1.9432 -1.0828 0.4676
H -3.2195 -0.3612 1.9350
C 1.0626 0.0108 -0.8246
H -2.1151 1.9542 2.0348
C -1.7312 1.1487 1.3793
O -0.2104 -1.7880 -0.9454
H 0.2370 2.1624 1.0832
C -0.7672 -0.9094 -0.2192
C -2.2601 -0.1416 1.3968
H 3.3323 -0.3904 -1.9116
H 1.3632 -2.1170 -1.8793
O 3.4637 0.4350 -1.4368
```

Atomic partial charges in e from the Löwdin method, atoms 1 to 4:
1 H 0.12
2 C -0.15
3 C -0.34
4 O 0.10

***

Formula: C2H5PS
Source: the OMol25 dataset
Level of theory: ωB97M-V with the def2-TZVPD basis set

Results
Charge: 0
LUMO energy (hartree): 0.0236
SMILES: P[C@@H]1CS1
HOMO-LUMO gap (eV): 9.71
E (Eh): -818.6697
ΔE to the lowest compared entry with this formula, charge and spin (kJ/mol): 73.89

Geometry as XYZ:
```
9
C2H5PS | the OMol25 dataset | ωB97M-V with the def2-TZVPD basis set
H 1.9406 -0.1033 0.4362
S -2.0644 -0.2753 -0.0455
H -0.7495 1.7682 -0.5206
H 1.0038 -1.5287 1.2973
H -0.2853 1.0544 1.2149
C -0.2437 -0.3278 -0.6792
C -0.6293 0.8904 0.1018
H -0.1727 -0.1900 -1.7138
P 1.2005 -1.2880 -0.0911
```

Atomic partial charges in e from the Löwdin method, atoms 1 to 4:
1 H -0.08
2 S 0.68
3 H 0.05
4 H -0.12